No. 1
A molecular structure, C22H18AlF9O2, computed with ωB97M-V/def2-TZVPD.

Summary:
* E_HOMO (spin up / spin down): -7.74 / -7.29 eV
* frontier orbital gap (spin up / spin down): 7.2 / 4.8 eV
* charge: 0
* ΔE to the lowest compared entry with this formula, charge and spin: 25.4 kcal/mol

Last column: Löwdin charge in e.
Element x y z (Å)
C1 -1.51772 0.43341 2.32799  -0.127
C2 -0.29109 1.16999 2.49756  -0.109
C3 -0.13666 2.06095 1.41409  -0.100
H1 0.42687 1.15840 3.32847  0.104
C4 -1.26507 1.85349 0.50639  -0.181
C5 -2.11700 0.82003 1.09496  -0.116
H2 -3.05434 0.42691 0.73749  0.102
H3 -2.03409 -0.23386 3.01787  0.095
H4 0.69204 2.74023 1.36046  0.108
H5 -1.63618 2.62569 -0.15023  0.101
C6 2.15291 -1.39547 -0.40808  -0.075
C7 2.08692 -1.75803 0.93233  0.032
C8 0.74447 -2.36255 1.14383  -0.377
H6 2.70439 -1.33608 1.66405  0.102
C9 0.08171 -2.45068 -0.20956  0.009
C10 0.97320 -1.83357 -1.09929  -0.088
H7 0.95063 -2.00659 -2.16525  0.125
H8 2.97957 -0.80970 -0.80294  0.120
H9 0.77151 -3.39209 1.56358  0.158
H10 -0.76457 -3.09234 -0.34145  0.126
Al1 -0.16178 -0.01754 0.04610  0.457
O1 0.68934 0.86329 -1.21368  -0.176
C11 0.51687 2.11732 -1.88030  -0.256
C12 -0.62842 2.16878 -2.81241  -0.030
H11 0.30628 2.91863 -1.14587  0.106
H12 1.43475 2.32906 -2.44771  0.127
H13 -1.62453 2.28895 -2.35586  0.112
H14 -2.13258 3.42807 -4.57495  0.111
C13 -1.43066 2.74255 -5.05606  -0.038
C14 -0.55541 2.00236 -4.19247  -0.240
C15 0.39309 1.11060 -4.81042  -0.024
H15 1.01971 0.51267 -4.13842  0.111
C16 0.45379 1.00138 -6.19119  -0.094
H16 1.16076 0.30864 -6.65637  0.103
C17 -0.38714 1.77613 -7.00480  -0.094
H17 -0.31856 1.70129 -8.09065  0.099
C18 -1.32204 2.65146 -6.43115  -0.096
H18 -1.96147 3.27124 -7.06164  0.103
F1 -2.07903 -2.01289 4.31455  0.131
C19 -0.94482 -2.69898 3.96492  -0.465
F2 -0.83862 -3.76161 4.85221  0.137
F3 -1.21324 -3.25095 2.73043  0.133
C20 0.19849 -1.80562 4.16085  0.121
O2 0.14866 -1.14039 1.58912  -0.177
C21 -0.04631 -0.66723 5.06809  -0.485
F4 -0.20066 -1.19206 6.33378  0.147
F5 1.04139 0.16064 5.09579  0.125
F6 -1.13084 0.16444 4.88946  0.113
C22 1.59167 -2.29419 4.12569  -0.468
F7 1.93420 -2.76903 5.37447  0.147
F8 1.94572 -3.30879 3.26460  0.126
F9 2.39388 -1.21634 3.84168  0.126

=====

No. 2
A molecular structure, C22H18BBrCrN8, computed with ωB97M-V/def2-TZVPD.

Summary:
* E_HOMO (spin up / spin down): -14.53 / -14.53 eV
* spin multiplicity: 3
* frontier orbital gap (spin up / spin down): 5.4 / 7.0 eV
* charge: +2

Last column: Löwdin charge in e.
Element x y z (Å)
Cr1 -0.09533 -0.02929 0.53395  0.876
C1 3.28408 2.10753 -0.56828  0.016
C2 1.91867 2.07556 -0.34645  -0.092
N1 1.58161 0.86608 0.12754  -0.109
N2 2.70061 0.10787 0.20037  0.047
C3 3.73843 0.84343 -0.21516  0.010
B1 2.63352 -1.35001 0.77752  -0.600
N3 1.93622 -1.21464 2.16324  0.057
C4 2.32459 -1.57016 3.39839  0.016
C5 1.32986 -1.22735 4.30147  0.014
C6 0.33585 -0.65245 3.53956  -0.074
N4 0.69341 -0.64006 2.24363  -0.056
N5 1.63058 -2.16143 -0.11618  0.047
C7 1.78216 -3.30538 -0.79379  0.010
C8 0.56785 -3.65293 -1.37150  0.016
C9 -0.30783 -2.64633 -1.00476  -0.092
N6 0.34418 -1.75827 -0.23836  -0.109
N7 3.99158 -1.98020 0.70473  -0.025
C10 4.71283 -2.15916 -0.45013  -0.115
C11 5.89118 -2.76033 -0.12357  -0.030
C12 5.82405 -2.92414 1.27748  -0.110
N8 4.69338 -2.45818 1.75896  0.078
H1 3.86844 2.93391 -0.93325  0.125
H2 1.18774 2.85391 -0.49490  0.131
H3 4.74066 0.44753 -0.22661  0.144
H4 3.28147 -2.04061 3.53712  0.122
H5 1.33373 -1.37783 5.36645  0.126
H6 -0.60194 -0.25968 3.89223  0.112
H7 2.72738 -3.82219 -0.82218  0.144
H8 0.35402 -4.51933 -1.97253  0.125
H9 -1.35244 -2.53319 -1.24588  0.131
H10 4.33472 -1.84663 -1.41244  0.132
H11 6.69753 -3.04960 -0.77540  0.111
H12 6.55418 -3.36069 1.93898  0.118
Br1 -0.62836 0.58454 -2.07221  1.055
C13 -2.34711 1.34903 -1.74140  -0.525
C14 -3.11345 1.85088 -2.75104  -0.057
C15 -4.36765 2.39664 -2.42286  -0.017
C16 -4.79283 2.41599 -1.12121  0.020
C17 -3.99435 1.89446 -0.07908  -0.131
C18 -4.40921 1.90173 1.27411  0.043
C19 -3.61476 1.38912 2.26596  -0.016
C20 -2.35937 0.84157 1.94725  -0.056
C21 -1.92172 0.81626 0.64594  -0.127
C22 -2.72493 1.34010 -0.39672  -0.221
H13 -2.77182 1.83257 -3.77725  0.127
H14 -4.98846 2.79901 -3.21085  0.130
H15 -5.75808 2.83592 -0.86824  0.135
H16 -5.37586 2.32318 1.52082  0.141
H17 -3.94155 1.39983 3.29607  0.131
H18 -1.76407 0.44773 2.76132  0.074

=====

No. 3
A molecular structure, C22H18BIIrN3O6, computed with ωB97M-V/def2-TZVPD.

Summary:
* E_HOMO (spin up / spin down): -9.32 / -11.22 eV
* spin multiplicity: 6
* frontier orbital gap (spin up / spin down): 6.6 / 5.3 eV
* charge: +1
* ΔE to the lowest compared entry with this formula, charge and spin: 16.2 kcal/mol

Last column: Löwdin charge in e.
Element x y z (Å)
Ir1 0.21084 -0.06337 -0.46158  1.669
O1 -3.65199 -2.24274 2.81359  0.095
C1 -3.76470 -2.85285 1.63179  -0.239
C2 -4.75545 -3.83026 1.52536  0.007
C3 -4.95131 -4.49512 0.33904  -0.036
C4 -4.16661 -4.21501 -0.79149  -0.061
C5 -3.18453 -3.26959 -0.70382  -0.004
C6 -2.95383 -2.56586 0.50335  -0.072
C7 -1.90733 -1.59603 0.53848  -0.328
O2 -1.15672 -1.41752 -0.54097  -0.204
N1 -1.68341 -0.84642 1.63183  0.093
N2 -0.68681 -0.03193 1.48287  -0.115
C8 -0.40693 0.89576 2.52485  -0.030
C9 0.60876 1.82835 2.40294  -0.162
C10 0.85856 2.69184 3.50980  -0.014
C11 1.88088 3.61135 3.50944  -0.061
C12 2.71303 3.73730 2.40068  -0.044
C13 2.48588 2.93657 1.27860  0.002
C14 1.46867 2.01845 1.26472  -0.263
O3 1.31615 1.32594 0.08341  -0.249
H1 -2.98126 -1.53605 2.75383  0.078
H2 -5.35667 -4.03934 2.39907  0.129
H3 -5.72747 -5.24674 0.27777  0.118
H4 -4.33676 -4.74277 -1.71868  0.112
H5 -2.56088 -3.04410 -1.55708  0.121
H6 -1.02016 0.83773 3.41215  0.119
H7 0.21998 2.59546 4.37835  0.121
H8 2.03675 4.23425 4.37940  0.116
H9 3.52761 4.44691 2.39709  0.114
H10 3.10502 3.02138 0.39506  0.131
O4 2.97384 -1.34900 -0.62427  0.164
B1 1.67839 -1.47532 -0.19051  -0.619
O5 1.43939 -2.65021 0.48412  0.158
C15 2.66531 -3.30665 0.46274  -0.185
C16 2.98584 -4.53390 0.99009  0.020
C17 4.30582 -4.94637 0.81968  -0.068
C18 5.23700 -4.15568 0.15149  -0.067
C19 4.89343 -2.91379 -0.37832  0.021
C20 3.58865 -2.52336 -0.19996  -0.184
H11 2.25519 -5.13972 1.50667  0.126
H12 4.61272 -5.90471 1.21503  0.109
H13 6.25080 -4.51406 0.03896  0.109
H14 5.60574 -2.29150 -0.90077  0.127
N3 -1.72478 3.60051 -0.45233  0.206
C21 -2.25868 2.38271 -0.55702  -0.635
O6 -1.58260 1.38780 -0.83350  -0.098
C22 -3.73586 2.24223 -0.32586  -0.539
I1 -4.15698 2.31027 1.76430  0.849
H15 -0.73557 3.72450 -0.59547  0.128
H16 -2.28235 4.39977 -0.20278  0.121
H17 -4.06011 1.27153 -0.68113  0.057
H18 -4.30854 3.03641 -0.79605  0.058

=====

No. 4
A molecular structure, C22H18BrCuFN4O6, computed with ωB97M-V/def2-TZVPD.

Summary:
* E_HOMO: -4.59 eV
* frontier orbital gap: 6.9 eV
* charge: -1

Last column: Löwdin charge in e.
Element x y z (Å)
Cu1 -0.03060 -0.11164 1.58996  0.227
O1 -4.94950 -0.54697 -0.14844  0.044
C1 -4.80335 -1.80236 0.38934  -0.276
C2 -5.84870 -2.71693 0.39634  -0.045
C3 -5.65284 -3.98822 0.91447  -0.111
C4 -4.41223 -4.35050 1.41618  -0.096
C5 -3.37824 -3.42291 1.41537  -0.014
C6 -3.55946 -2.14599 0.91357  -0.094
C7 -2.43158 -1.12168 1.02523  -0.446
O2 -1.37505 -1.54535 1.70589  -0.222
N1 -2.03100 -0.75632 -0.40395  0.053
N2 -0.79605 -0.46288 -0.57300  -0.056
C8 -0.22698 -0.13103 -1.67987  -0.198
C9 1.19232 0.06382 -1.69480  -0.553
Br1 2.05828 -0.47563 -0.03595  0.880
C10 2.01831 0.48484 -2.66398  -0.138
C11 1.68086 0.97691 -3.99602  -0.220
C12 2.63784 0.83900 -5.01092  -0.049
C13 2.39470 1.28456 -6.29698  -0.098
C14 1.18870 1.90154 -6.60626  -0.107
C15 0.24075 2.06932 -5.60772  -0.092
C16 0.47890 1.61393 -4.32119  -0.044
H1 -5.87687 -0.39734 -0.34906  0.100
H2 -6.81533 -2.43362 -0.01085  0.104
H3 -6.47440 -4.69423 0.93087  0.094
H4 -4.25385 -5.34518 1.81305  0.093
H5 -2.40116 -3.64599 1.82490  0.115
H6 -2.88302 -0.18482 1.42011  0.148
H7 -2.72304 -0.66795 -1.13945  0.140
H8 -0.76827 -0.05332 -2.62326  0.113
H9 3.07964 0.43551 -2.45180  0.086
H10 3.58275 0.36276 -4.77614  0.109
H11 3.14550 1.14873 -7.06571  0.097
H12 0.99917 2.25113 -7.61293  0.094
H13 -0.69251 2.56997 -5.83526  0.100
H14 -0.26272 1.78290 -3.55126  0.103
F1 5.68760 -0.12434 2.16974  0.066
C17 4.67589 0.28625 2.95627  -0.198
C18 3.81827 1.21813 2.50947  -0.006
N3 2.77153 1.68736 3.24723  0.008
C19 1.92595 2.76329 2.73404  -0.043
C20 0.38084 2.58854 2.96811  -0.668
O3 -0.19736 3.61396 3.30767  0.010
O4 -0.11073 1.44446 2.74843  -0.083
C21 2.56480 1.23765 4.54230  -0.456
O5 1.73455 1.68906 5.29207  0.120
N4 3.43542 0.22753 4.93433  0.214
C22 4.53485 -0.30464 4.26868  -0.414
O6 5.24669 -1.14374 4.78258  0.076
H15 3.93783 1.62982 1.51855  0.129
H16 2.07817 2.82483 1.65701  0.119
H17 2.19825 3.70906 3.20152  0.123
H18 3.26651 -0.13127 5.86155  0.164

=====

Quick rundown of max |F|, same order as above: 4.6, 0.6, 0.4, 0.7 eV Å⁻¹